Molecular formula: C25H22BrN4O2Pd
Method: DFT, ωB97M-V with the def2-TZVPD basis set

The geometry in XYZ format:
```
55
Properties=species:S:1:pos:R:3:mulliken_spin:R:1
Pd 0.00 0.31 -0.25 1.54
C 1.62 1.31 1.95 -0.01
N 1.95 0.39 0.84 0.37
C 2.34 -0.96 1.30 -0.03
C 1.42 -2.09 0.92 0.00
C 1.76 -3.40 1.23 0.01
C 0.89 -4.42 0.89 -0.01
C -0.30 -4.12 0.24 0.02
C -0.57 -2.80 -0.04 -0.01
N 0.27 -1.82 0.30 0.23
C 2.87 0.95 -0.17 0.00
C 2.67 0.31 -1.51 -0.02
C 3.60 0.43 -2.53 0.01
C 3.33 -0.15 -3.75 0.00
C 2.15 -0.85 -3.94 0.01
C 1.26 -0.94 -2.88 -0.02
N 1.53 -0.37 -1.70 0.27
C 0.37 0.86 2.65 -0.03
C 0.15 1.06 3.99 0.01
C -1.08 0.69 4.54 0.00
C -2.04 0.12 3.72 0.01
C -1.75 -0.07 2.38 -0.02
N -0.57 0.29 1.87 0.24
H 1.47 2.31 1.55 0.01
H 2.46 1.35 2.66 0.01
H 2.42 -0.94 2.39 0.00
H 3.34 -1.19 0.93 0.00
H 2.70 -3.61 1.73 0.00
H 1.15 -5.45 1.12 0.00
H -1.00 -4.89 -0.04 0.00
H -1.49 -2.51 -0.54 0.02
H 3.91 0.80 0.16 0.01
H 2.71 2.03 -0.24 0.01
H 4.53 0.97 -2.36 0.00
H 4.05 -0.07 -4.56 0.00
H 1.91 -1.33 -4.88 0.00
H 0.33 -1.48 -2.97 0.01
H 0.92 1.51 4.61 0.00
H -1.27 0.85 5.59 0.00
H -3.00 -0.18 4.11 0.00
H -2.46 -0.53 1.71 0.01
Br -2.51 7.55 -0.27 0.33
C -1.65 6.34 -1.29 0.22
C -1.26 6.71 -2.61 0.07
C -0.63 5.78 -3.39 0.01
C -0.37 4.50 -2.88 0.18
C -0.74 4.14 -1.56 0.02
C -1.38 5.04 -0.76 0.15
C -0.44 2.76 -1.05 0.01
O -0.02 1.88 -1.85 0.18
O -0.62 2.47 0.16 0.16
H -1.46 7.71 -2.98 0.00
H -0.33 6.03 -4.40 0.00
H 0.11 3.75 -3.50 0.01
H -1.69 4.78 0.24 0.01
```

Computed properties:
Charge = +3
Energy = -109831.3981 eV
Largest force on an atom = 0.014 hartree/bohr
Spin multiplicity = 5

---

Molecular formula: C25H22Cl3IN2PSiW
Method: DFT, ωB97M-V with the def2-TZVPD basis set

The geometry in XYZ format:
```
56
Properties=species:S:1:pos:R:3:mulliken_spin:R:1
W -1.49 1.28 1.55 0.80
I 0.15 -0.61 0.45 0.13
C -0.14 2.30 2.93 0.19
C 0.38 1.74 4.11 -0.04
C 0.84 2.54 5.16 0.08
C 0.85 3.92 5.05 0.15
C 0.45 4.53 3.85 -0.01
C 0.52 5.93 3.66 0.17
C 0.28 6.49 2.42 0.10
C -0.05 5.69 1.33 -0.04
C -0.20 4.32 1.51 0.18
P -0.36 3.10 0.17 0.00
C -1.50 3.65 -1.11 0.01
C -2.34 4.75 -0.94 0.01
C -3.17 5.14 -1.98 0.00
C -3.22 4.39 -3.15 0.00
C -2.42 3.25 -3.30 0.00
C -1.55 2.89 -2.29 -0.01
C 1.29 3.13 -0.61 0.02
C 1.48 3.98 -1.71 0.00
C 2.74 4.11 -2.24 0.00
C 3.80 3.39 -1.72 0.00
C 3.62 2.56 -0.62 0.00
C 2.36 2.43 -0.06 0.01
C 0.02 3.71 2.77 0.12
H 0.42 0.67 4.24 0.00
H 1.20 2.08 6.07 0.00
H 1.22 4.53 5.86 0.00
H 0.77 6.56 4.50 0.00
H 0.39 7.56 2.28 0.00
H -0.16 6.14 0.36 0.00
H -2.34 5.29 -0.01 -0.01
H -3.78 6.02 -1.88 0.00
H -3.89 4.68 -3.95 0.00
H -2.46 2.67 -4.20 0.00
H -0.89 2.04 -2.41 0.00
H 0.65 4.53 -2.13 0.00
H 2.89 4.77 -3.09 0.00
H 4.78 3.46 -2.18 0.00
H 4.45 2.00 -0.22 0.00
H 2.21 1.77 0.79 0.00
Cl -3.24 -1.54 4.55 0.00
Si -2.53 -0.31 3.19 0.02
Cl -2.95 0.68 -0.70 0.00
Cl -3.10 2.86 1.63 0.06
C -5.33 -0.95 -1.29 0.00
N -4.95 -0.89 0.10 0.04
C -5.86 -1.52 1.04 0.00
C -3.88 -0.26 0.52 0.00
N -3.32 -0.12 1.67 0.01
H -5.91 -0.06 -1.57 0.00
H -5.97 -1.81 -1.44 0.00
H -4.47 -1.04 -1.94 0.00
H -6.84 -1.03 0.96 0.00
H -5.50 -1.44 2.06 0.00
H -5.99 -2.57 0.77 0.00
```

Computed properties:
Charge = +3
Energy above the lowest of the compared OMol25 structures with the same formula, charge and spin = 19.7 kcal per mole
Largest force on an atom = 0.055 hartree/bohr
Spin multiplicity = 3

---

Molecular formula: C25H22FNO4
Method: DFT, ωB97M-V with the def2-TZVPD basis set

The geometry in XYZ format:
```
53
Properties=species:S:1:pos:R:3:mulliken_charge:R:1
C -5.72 -3.46 -0.29 -0.69
O -4.47 -2.79 -0.41 -0.29
C -3.95 -2.32 0.73 0.47
O -4.48 -2.44 1.80 -0.62
C -2.66 -1.61 0.51 0.54
C -1.94 -1.20 1.63 -1.31
C -0.76 -0.51 1.47 -0.14
C -0.28 -0.21 0.20 0.70
C 0.98 0.58 0.02 -0.27
C 2.32 -0.14 0.32 0.15
O 3.15 -0.18 -0.80 -0.37
C 4.39 -0.75 -0.68 0.48
C 5.08 -0.97 -1.87 -0.45
C 6.34 -1.54 -1.85 -0.45
C 6.92 -1.90 -0.65 -0.52
C 6.24 -1.68 0.53 -0.72
C 4.98 -1.11 0.53 -0.20
C 2.52 0.97 1.37 0.35
O 3.38 1.26 2.17 -0.69
N 1.33 1.52 1.08 0.12
C 0.61 2.62 1.67 -0.61
C -0.03 3.54 0.63 -1.40
C -1.19 2.89 -0.08 0.40
C -1.19 2.75 -1.46 -0.19
C -2.24 2.14 -2.11 -0.87
C -3.30 1.67 -1.36 0.48
F -4.33 1.06 -1.99 -0.42
C -3.34 1.82 0.01 -0.60
C -2.28 2.43 0.64 -0.10
C -0.99 -0.65 -0.91 -0.84
C -2.17 -1.35 -0.76 -0.83
H -5.63 -4.32 0.38 0.30
H -5.99 -3.78 -1.29 0.24
H -6.47 -2.78 0.11 0.31
H -2.33 -1.42 2.61 0.46
H -0.19 -0.20 2.34 0.54
H 1.00 1.05 -0.98 0.18
H 2.19 -1.13 0.77 0.59
H 4.61 -0.68 -2.80 0.39
H 6.86 -1.70 -2.78 0.38
H 7.90 -2.34 -0.64 0.38
H 6.69 -1.95 1.48 0.37
H 4.48 -0.91 1.46 0.39
H 1.35 3.17 2.27 0.45
H -0.16 2.24 2.35 0.33
H -0.38 4.44 1.15 0.45
H 0.73 3.85 -0.09 0.34
H -0.35 3.12 -2.04 0.40
H -2.25 2.03 -3.19 0.46
H -4.19 1.45 0.57 0.51
H -2.32 2.56 1.71 0.45
H -0.61 -0.43 -1.90 0.49
H -2.72 -1.69 -1.63 0.50
```

Computed properties:
Structure (SMILES) = COC(=O)c1ccc([C@@H]2[C@@H](Oc3ccccc3)C(=O)N2CCc2ccc(F)cc2)cc1
Energy above the lowest of the compared OMol25 structures with the same formula, charge and spin = 0.0 kcal per mole
Largest force on an atom = 0.010 hartree/bohr

---

Molecular formula: C25H22FeN4O3
Method: DFT, ωB97M-V with the def2-TZVPD basis set

The geometry in XYZ format:
```
55
Properties=species:S:1:pos:R:3:mulliken_spin:R:1
Fe -0.77 -0.42 -0.50 3.76
O -2.20 -1.24 0.49 0.09
C -3.37 -1.67 0.07 0.01
C -4.43 -1.77 0.98 0.02
C -5.67 -2.24 0.61 0.00
C -5.91 -2.65 -0.71 0.01
C -4.88 -2.57 -1.62 0.00
C -3.62 -2.07 -1.27 0.00
C -2.57 -2.11 -2.27 0.00
N -1.48 -1.45 -2.17 0.04
N -0.49 -1.70 -3.13 0.00
C 0.67 -1.48 -2.59 -0.03
O 0.87 -1.14 -1.34 0.06
C 1.87 -1.65 -3.45 0.00
C 1.75 -1.98 -4.80 0.00
C 2.88 -2.10 -5.59 0.00
C 4.14 -1.90 -5.05 0.00
C 4.27 -1.57 -3.71 0.00
C 3.14 -1.45 -2.91 0.00
H -4.24 -1.46 2.00 0.00
H -6.46 -2.30 1.34 0.00
H -6.88 -3.03 -1.00 0.00
H -5.03 -2.90 -2.64 0.00
H -2.69 -2.77 -3.13 0.00
H 0.76 -2.14 -5.21 0.00
H 2.77 -2.36 -6.64 0.00
H 5.02 -1.99 -5.67 0.00
H 5.25 -1.42 -3.28 0.00
H 3.21 -1.20 -1.86 0.00
C 1.00 1.65 4.47 0.00
N 0.08 2.09 3.43 0.00
N 0.42 1.84 2.11 0.01
C -0.72 1.66 1.38 -0.03
O -0.70 1.50 0.13 0.04
C -1.81 1.72 2.30 0.01
C -1.28 1.95 3.53 0.00
C -1.95 2.01 4.86 0.00
C 1.70 2.17 1.60 0.01
C 2.28 1.34 0.64 0.03
C 3.53 1.68 0.13 0.00
C 4.19 2.81 0.57 0.00
C 3.60 3.63 1.53 0.00
C 2.35 3.31 2.04 0.00
H 2.02 1.81 4.14 0.00
H 0.86 0.59 4.70 0.00
H 0.82 2.24 5.37 0.00
H -2.84 1.60 2.03 0.00
H -3.02 1.89 4.73 0.00
H -1.76 2.97 5.34 0.00
H -1.59 1.23 5.52 0.00
H 1.78 0.45 0.30 -0.03
H 3.98 1.04 -0.62 0.00
H 5.16 3.06 0.17 0.00
H 4.11 4.52 1.88 0.00
H 1.87 3.96 2.76 0.00
```

Computed properties:
Energy = -72772.8610 eV
Largest force on an atom = 0.013 hartree/bohr
Spin multiplicity = 5